A | This record from OMol25 describes a 4-piece molecular cluster, C5H15NO2 overall. The level of theory is the ωB97M-V functional and the def2-TZVPD basis.

```
! RIJCOSX wB97M-V def2-TZVPD def2/J DEFGRID3
* xyz 0 1
C -0.25728 -1.68140 -0.13249
C 0.95000 -1.02520 -0.78932
C 1.97658 -0.16207 -0.03082
C 2.73957 0.64781 -0.86574
C -0.49055 1.71476 0.55662
N 1.87240 -0.20932 1.26886
H 0.01816 -2.70116 0.15246
H -0.64734 -1.08958 0.69260
H -1.18963 -1.69795 -0.74268
H 0.53911 -0.41087 -1.60992
H 1.53520 -1.76976 -1.34668
H 3.57865 1.11992 -0.34922
H 2.73884 0.69203 -1.94245
H -0.28524 0.69341 0.31515
H 0.49081 2.21213 0.54815
H -0.98057 2.04774 -0.36056
H -0.95443 1.87907 1.51487
H 2.65633 0.24846 1.75395
H -3.85543 0.21288 1.07732
O -2.91490 0.35751 1.26955
H -2.54298 0.33027 0.32140
H -2.89556 0.07683 -1.83836
O -2.16519 -0.08672 -1.21638
*
```

- HOMO energy (eV) = -7.9

---

B | This record from OMol25 describes a 3-piece molecular cluster, C5H15NO2 overall. The level of theory is the ωB97M-V functional and the def2-TZVPD basis.

```
! RIJCOSX wB97M-V def2-TZVPD def2/J DEFGRID3
* xyz 0 1
C 0.30526 -0.83812 -1.94672
N -0.31832 -0.62629 -0.64028
C 0.00694 0.63839 0.04105
C -0.38030 0.33516 1.48985
C -0.18181 -1.16956 1.72343
C -0.22486 -1.76559 0.31966
H 1.38586 -0.76257 -2.04077
H 0.03994 -1.87970 -2.15747
H -0.17222 -0.13256 -2.62545
H 1.05426 0.94910 -0.03512
H -0.70452 1.37791 -0.29067
H 0.22457 0.92026 2.18275
H -1.42284 0.58618 1.71614
H -0.84479 -1.73167 2.37207
H 0.85978 -1.28177 2.02932
H -1.16322 -2.27242 0.03170
H 0.50072 -2.54708 0.04658
O -5.65833 2.11418 2.29388
H -5.39678 1.29285 1.87462
H -4.89108 2.18851 2.88389
O 5.76615 1.80673 -2.76596
H 4.98230 1.71853 -3.30960
H 6.23326 1.07953 -3.19289
*
```

- HOMO energy (eV) = -8.2
- SMILES string = CN1CCCC1.O.O

---

C | This record from OMol25 describes a 2-piece molecular cluster, C5H15NO2 overall. The level of theory is the ωB97M-V functional and the def2-TZVPD basis.

```
! RIJCOSX wB97M-V def2-TZVPD def2/J DEFGRID3
* xyz 0 1
C -0.37889 -2.78039 0.79692
C 0.34551 -1.42947 0.69547
C -0.27797 -0.43879 -0.27099
C -1.70637 -0.03350 0.12640
O -2.70956 -0.83069 -0.50169
N 0.56084 0.75972 -0.41874
C 1.01702 1.00397 -1.77601
H -0.12723 -3.46259 -0.02412
H -0.17492 -3.26124 1.74584
H -1.46487 -2.65617 0.70524
H 0.42783 -1.01814 1.70372
H 1.37704 -1.60818 0.39854
H -0.34925 -0.92037 -1.24944
H -1.85164 1.02646 -0.06085
H -1.84501 -0.20838 1.18987
H -2.50257 -0.92310 -1.43850
H 1.39308 0.67013 0.15323
H 1.51595 1.97417 -1.79868
H 0.16426 1.08196 -2.44926
H 1.66814 0.21278 -2.17733
O 2.58540 3.33104 1.35614
H 2.03274 2.55371 1.25655
H 3.04320 3.54044 0.54258
*
```

- HOMO energy (eV) = -9.2
- SMILES string = CC[C@@H](CO)NC.O

---

D | This record from OMol25 describes a 3-piece molecular cluster, C5H15NO2 overall. The level of theory is the ωB97M-V functional and the def2-TZVPD basis.

```
! RIJCOSX wB97M-V def2-TZVPD def2/J DEFGRID3
* xyz 0 1
C -0.99426 0.62425 -1.00876
N -0.56935 0.06781 0.26432
C -0.04170 1.18806 1.16421
C 1.45403 1.36624 1.09885
C 1.94444 0.15999 0.34248
C 0.58378 -0.76268 0.16325
H -0.21985 1.34085 -1.37310
H -1.21606 -0.06989 -1.73201
H -1.86377 1.27727 -0.86521
H -0.59567 2.19094 1.08146
H -0.27591 0.71749 2.11212
H 1.49734 2.26805 0.44282
H 1.95480 1.72755 2.05251
H 2.64927 -0.52496 1.02893
H 2.67420 0.15796 -0.47029
H 0.48788 -1.70063 0.90512
H 0.62324 -1.21400 -0.82354
O -3.72824 0.31438 1.37006
H -2.93724 0.46161 1.07747
H -3.58064 -0.26761 2.11190
O 1.70332 -2.58419 -2.92092
H 1.13674 -1.85429 -3.34070
H 2.17282 -2.28168 -2.21100
*
```

- HOMO energy (eV) = -9.1
- SMILES string = CN1CCCC1.O.O

---

Stability comparison, relative energies in kcal/mol: A 162.4; B 12.1; C 0.0; D 43.2

---

A | This record from OMol25 describes a 2-piece molecular cluster, C5H15NO2 overall. The level of theory is the ωB97M-V functional and the def2-TZVPD basis.

```
! RIJCOSX wB97M-V def2-TZVPD def2/J DEFGRID3
* xyz 0 1
C 1.07272 2.63681 0.59057
C 0.65471 1.55646 -0.39995
N -0.30197 2.06319 -1.35820
C 0.16517 0.32330 0.35108
C -0.61224 -0.71324 -0.49792
C -1.77905 -1.41912 0.23010
O -1.46066 -1.75633 1.59710
H 0.23446 2.85270 1.25014
H 1.96254 2.35091 1.14841
H 1.30333 3.56683 0.06254
H 1.57373 1.25294 -0.91195
H -0.24155 3.06232 -1.44163
H -1.24707 1.69294 -1.30222
H -0.45236 0.60386 1.20944
H 1.01003 -0.21499 0.78709
H -0.95997 -0.30607 -1.44819
H 0.00863 -1.53647 -0.85817
H -1.94038 -2.35433 -0.27083
H -2.64267 -0.75310 0.30721
H -0.61497 -1.37894 1.85453
O 1.13088 -3.86379 -0.57244
H 1.72137 -4.56508 -0.26831
H 1.41528 -3.10079 -0.05840
*
```

- HOMO energy (eV) = -9.1
- SMILES string = C[C@H](N)CCCO.O

---

B | This record from OMol25 describes a 3-piece molecular cluster, C5H15NO2 overall. The level of theory is the ωB97M-V functional and the def2-TZVPD basis.

```
! RIJCOSX wB97M-V def2-TZVPD def2/J DEFGRID3
* xyz 0 1
C -0.15228 -1.13701 -1.81040
N -0.78048 -0.87329 -0.54250
C -0.34872 0.45905 -0.03447
C -0.03494 0.35744 1.47194
C 0.34904 -1.10502 1.69206
C -0.21879 -1.84614 0.45335
H 0.85188 -1.25438 -1.72295
H -0.43968 -2.15154 -2.06509
H -0.15306 -0.41855 -2.64147
H 0.63001 0.90437 -0.35777
H -1.11474 1.07555 0.00698
H 0.66376 1.00451 1.98013
H -1.04279 0.60112 1.96914
H -0.22005 -1.62548 2.55327
H 1.43441 -1.44760 1.73290
H -1.25246 -2.34468 0.73299
H 0.51366 -2.51650 -0.13248
O -5.52752 1.13780 2.22960
H -6.27837 1.48749 1.76270
H -5.32195 1.80021 2.92100
O 6.34743 2.25224 -3.18396
H 6.71411 2.11232 -2.24334
H 6.35346 1.39586 -3.69851
*
```

- HOMO energy (eV) = -8.5
- SMILES string = CN1CCCC1.O.O

---

Stability comparison, relative energies in kcal/mol: A 0.0; B 48.8

---

A | This record from OMol25 describes a 2-piece molecular cluster, C5H8O4 overall. The level of theory is the ωB97M-V functional and the def2-TZVPD basis.

```
! RIJCOSX wB97M-V def2-TZVPD def2/J DEFGRID3
* xyz -2 1
C 1.85458 -0.27157 -1.21605
C 1.58836 -0.73993 -2.65275
O 2.37556 -1.60946 -3.13101
O 0.66310 -0.20393 -3.32820
H 2.90497 0.02526 -1.20352
H 1.54712 -1.02750 -0.50533
H 1.32838 0.65084 -0.99595
C -1.02683 0.19598 0.81829
C -2.34371 -0.19199 1.46097
C -0.00375 0.91903 1.74108
O -0.38491 1.75559 2.59592
O 1.19454 0.65688 1.45278
H -0.45690 -0.52201 0.23089
H -1.07061 0.97496 0.04084
H -2.72765 -1.18449 1.22231
H -3.11590 0.42733 0.97539
H -2.32635 0.14498 2.49434
*
```

- HOMO energy (eV) = -0.7

---

B | This record from OMol25 describes a 2-piece molecular cluster, C5H8O4 overall. The level of theory is the ωB97M-V functional and the def2-TZVPD basis.

```
! RIJCOSX wB97M-V def2-TZVPD def2/J DEFGRID3
* xyz -2 1
C -0.22913 -3.28405 -1.15158
C 0.44639 -2.11125 -1.96353
O 0.81343 -1.13481 -1.29330
O 0.48388 -2.29118 -3.20566
H -1.29054 -3.02040 -1.09941
H 0.16754 -3.34029 -0.13162
H -0.01236 -4.23095 -1.65424
C 0.72244 1.71716 1.45831
C 0.83852 1.99801 -0.03451
C -0.71000 1.85826 2.03794
O -0.81289 2.58833 3.06734
O -1.61466 1.21180 1.47798
H 1.04811 0.70135 1.67916
H 1.37791 2.39875 1.99125
H 0.28261 2.90016 -0.27648
H 0.48228 1.19613 -0.69361
H 1.85937 2.07933 -0.45556
*
```

- HOMO energy (eV) = -1.2

---

Stability comparison, relative energies in kcal/mol: A 12.0; B 0.0